No. 1
{"formula": "C7H7NO", "method": "ωB97M-V/def2-TZVPD", "species": ["C", "C", "C", "C", "C", "C", "C", "N", "O", "H", "H", "H", "H", "H", "H", "H"], "positions_angstrom": [[-0.18303, 0.27370, -0.57400], [-0.57603, -0.57937, -1.57006], [1.18142, 1.14893, 1.11338], [0.35133, 0.34457, 1.78882], [0.93099, 1.17742, -0.34135], [-0.63310, -0.26363, 0.95241], [-1.23961, -1.73091, -0.80642], [1.48506, 1.80365, -1.24801], [-0.75660, -1.60359, 0.55688], [2.00167, 1.85275, 1.47375], [0.13415, 0.11834, 2.78435], [-1.63978, 0.09881, 1.28493], [-0.93305, -2.72589, -0.97456], [-0.19147, -0.65643, -2.58148], [-2.30960, -1.53658, -0.84069], [2.37765, 2.27822, -1.01795]], "lowdin_charge": [-0.06, 0.05, 0.01, -0.03, -0.40, -0.27, -0.14, 0.16, -0.12, 0.13, 0.10, 0.16, 0.11, 0.11, 0.12, 0.07], "relative_energy_ev": 2.883, "e_tot_ha": -400.8048, "smiles": "[H]/N=C1\\C=C[C@@H]2OCC=C12", "charge": 0, "orbital_gap_ev": 9.338}

No. 2
{"formula": "C23H27I2N8O3SW", "method": "ωB97M-V/def2-TZVPD", "species": ["W", "C", "C", "N", "N", "C", "N", "S", "C", "C", "C", "C", "C", "N", "H", "H", "H", "H", "H", "H", "H", "H", "H", "H", "I", "C", "C", "C", "I", "C", "O", "C", "C", "N", "C", "C", "C", "C", "C", "C", "N", "C", "H", "H", "H", "H", "H", "H", "H", "H", "H", "H", "H", "C", "O", "C", "O", "N", "N", "H", "H", "H", "H", "H", "H"], "positions_angstrom": [[-0.17764, 0.40000, -0.03395], [-4.50863, 1.60019, -0.38912], [-3.16802, 0.95359, -0.44798], [-2.12276, 1.43208, 0.12698], [-2.24926, 2.51968, 0.96132], [-1.16697, 2.95174, 1.65098], [-1.35502, 3.89772, 2.54803], [0.40902, 2.34981, 1.36424], [-2.95803, -0.35526, -1.11597], [-4.00756, -1.07834, -1.64630], [-3.77872, -2.36572, -2.12480], [-2.50326, -2.88741, -2.04851], [-1.49079, -2.09855, -1.52304], [-1.69649, -0.85664, -1.07902], [-4.41852, 2.68680, -0.37591], [-5.04752, 1.27933, 0.50690], [-5.11386, 1.33746, -1.25164], [-3.17124, 2.67184, 1.35620], [-2.25146, 4.33420, 2.71208], [-0.57653, 4.22072, 3.10429], [-5.00478, -0.66652, -1.66854], [-4.59292, -2.94828, -2.53432], [-2.28117, -3.89024, -2.38484], [-0.47964, -2.47755, -1.45885], [0.22909, -0.64053, 7.58840], [-0.16436, -0.54716, 5.55507], [-1.48092, -0.47610, 5.10450], [-1.73383, -0.42374, 3.74572], [-3.71478, -0.31337, 3.08693], [-0.69294, -0.44370, 2.82168], [-0.98861, -0.43394, 1.49099], [0.62118, -0.49830, 3.27115], [1.79640, -0.45608, 2.33268], [1.46734, -0.80678, 0.91701], [2.70761, -0.85628, 0.12048], [2.34262, -0.94944, -1.32380], [3.19194, -1.48580, -2.27545], [2.80596, -1.47862, -3.60504], [1.57128, -0.93477, -3.94125], [0.77222, -0.43003, -2.94036], [1.14105, -0.43356, -1.64234], [0.87574, -0.55968, 4.63848], [-2.29884, -0.46867, 5.81168], [2.56331, -1.15310, 2.67904], [2.24856, 0.53815, 2.31894], [1.07414, -1.74965, 0.94617], [3.34687, -1.68431, 0.43076], [3.25427, 0.07244, 0.30020], [4.14267, -1.90353, -1.97208], [3.45318, -1.89294, -4.36676], [1.22725, -0.90887, -4.96539], [-0.19706, -0.00832, -3.16322], [1.89908, -0.61859, 4.98871], [-1.55022, 3.49565, -3.26513], [-0.14735, 3.66026, -2.95539], [0.41178, 2.83266, -2.11292], [-0.22140, 1.87374, -1.61334], [1.69120, 3.13756, -1.89320], [2.51826, 2.36562, -1.07231], [-1.78806, 4.31837, -3.92933], [-2.13988, 3.56025, -2.35313], [-1.71062, 2.54455, -3.76769], [2.05385, 3.95657, -2.36658], [2.87314, 2.95883, -0.32760], [3.31072, 2.05268, -1.62607]], "lowdin_charge": [1.57, 0.01, -0.24, -0.07, 0.05, -0.69, 0.18, 0.81, -0.18, 0.05, 0.03, 0.02, -0.08, -0.01, 0.10, 0.09, 0.10, 0.15, 0.15, 0.14, 0.13, 0.14, 0.14, 0.12, 1.00, -0.73, -0.20, -0.62, 1.03, -0.40, -0.37, -0.17, -0.14, -0.16, -0.12, -0.25, 0.03, 0.02, 0.00, -0.12, -0.05, -0.09, 0.09, 0.15, 0.11, 0.15, 0.15, 0.13, 0.14, 0.14, 0.13, 0.12, 0.12, 0.03, 0.04, -0.53, -0.16, 0.06, 0.06, 0.12, 0.09, 0.10, 0.19, 0.10, 0.12], "multiplicity": 3, "s2": 2.011, "e_tot_ha": -2616.2874, "charge": 3, "orbital_gap_ev": [5.703, 5.536]}

No. 3
{"formula": "C34H25FN5O4Pt", "method": "ωB97M-V/def2-TZVPD", "species": ["Pt", "C", "C", "C", "C", "C", "C", "C", "F", "C", "C", "C", "O", "C", "C", "N", "C", "C", "O", "O", "H", "H", "H", "H", "H", "H", "H", "H", "H", "H", "H", "C", "O", "C", "C", "C", "C", "C", "C", "C", "N", "C", "C", "N", "C", "C", "C", "C", "N", "C", "C", "N", "C", "C", "C", "C", "H", "H", "H", "H", "H", "H", "H", "H", "H", "H", "H", "H", "H", "H"], "positions_angstrom": [[0.41784, -2.51158, -0.97933], [5.54225, -4.19083, 4.16709], [6.04961, -3.16781, 3.16251], [7.38250, -3.60286, 2.57836], [7.89756, -2.57732, 1.58305], [6.87275, -2.34956, 0.50589], [7.24062, -1.93899, -0.75152], [6.27504, -1.73828, -1.73681], [6.67669, -1.31479, -2.94215], [4.95273, -1.97090, -1.50991], [4.55287, -2.40191, -0.23502], [3.15024, -2.67674, 0.01159], [2.38953, -2.72825, -1.02252], [2.77059, -2.89547, 1.34136], [3.77014, -3.04246, 2.28185], [5.07488, -2.95374, 2.04652], [5.50641, -2.57204, 0.77760], [1.36125, -2.98967, 1.91233], [1.25820, -3.25102, 3.09793], [0.36149, -2.71993, 1.14406], [6.34719, -4.40965, 4.86758], [5.26350, -5.11935, 3.66474], [4.69413, -3.83958, 4.75186], [6.17937, -2.20364, 3.66129], [7.25442, -4.57220, 2.08625], [8.09248, -3.73454, 3.39363], [8.83442, -2.90844, 1.13594], [8.10391, -1.63495, 2.09995], [8.28295, -1.77130, -0.99463], [4.22231, -1.82907, -2.29297], [3.44472, -3.26531, 3.28711], [-8.33879, 8.02534, -1.12398], [-8.66624, 6.64616, -1.00349], [-7.65727, 5.75321, -1.01832], [-6.31105, 6.08737, -1.14046], [-5.35400, 5.08551, -1.14089], [-5.71254, 3.74842, -1.02097], [-7.06807, 3.42675, -0.90284], [-8.02876, 4.41254, -0.90093], [-4.66325, 2.72732, -1.02981], [-3.37262, 2.96275, -1.13802], [-2.77626, 1.73505, -1.12094], [-3.70878, 0.73048, -0.99843], [-4.91603, 1.38252, -0.94093], [-3.37224, -0.65432, -0.94510], [-4.27459, -1.71776, -0.78428], [-3.80541, -3.00557, -0.73874], [-2.43705, -3.23853, -0.86487], [-1.57405, -2.24960, -1.02262], [-2.00832, -0.96168, -1.05099], [-1.01830, 0.07803, -1.18837], [0.27418, -0.30852, -1.25827], [1.22980, 0.59411, -1.32063], [0.94968, 1.96636, -1.34336], [-0.35651, 2.38283, -1.29441], [-1.37958, 1.42679, -1.20810], [-9.28186, 8.56005, -1.09244], [-7.83726, 8.22875, -2.07190], [-7.70746, 8.35312, -0.29607], [-5.99941, 7.11694, -1.23219], [-4.30456, 5.33036, -1.23688], [-7.39148, 2.39587, -0.81100], [-9.08050, 4.17708, -0.80666], [-5.82456, 0.96542, -0.84094], [-5.33684, -1.52611, -0.70006], [-4.47222, -3.84430, -0.60337], [-2.02799, -4.23884, -0.83871], [2.24641, 0.22173, -1.35619], [1.76366, 2.67459, -1.39993], [-0.62248, 3.43194, -1.30751]], "lowdin_charge": [1.22, -0.04, -0.29, -0.14, -0.12, -0.13, 0.07, -0.25, 0.09, 0.07, -0.05, -0.27, -0.20, -0.02, 0.05, 0.05, -0.06, -0.60, 0.06, -0.15, 0.09, 0.10, 0.08, 0.16, 0.14, 0.13, 0.13, 0.13, 0.14, 0.13, 0.13, -0.06, -0.07, -0.28, 0.00, -0.01, -0.16, -0.02, 0.01, -0.24, 0.19, -0.17, -0.12, 0.19, -0.05, 0.03, -0.01, -0.08, -0.09, -0.12, -0.14, 0.00, -0.09, -0.02, 0.04, -0.06, 0.10, 0.10, 0.10, 0.11, 0.12, 0.11, 0.13, 0.15, 0.12, 0.12, 0.13, 0.12, 0.12, 0.13], "relative_energy_ev": 0.000, "e_tot_ha": -2104.4587, "charge": 1, "orbital_gap_ev": [6.620, 6.744]}

No. 4
{"formula": "C3H8ClNO", "method": "ωB97M-V/def2-TZVPD", "species": ["C", "C", "C", "N", "O", "Cl", "H", "H", "H", "H", "H", "H", "H", "H"], "positions_angstrom": [[-0.82649, -1.24763, 0.97524], [-1.54086, 0.89751, -0.63794], [0.27630, -0.38853, 0.41876], [-0.18749, 0.77988, -0.16708], [1.50700, -0.53997, 0.44534], [5.19661, 0.59360, -0.65115], [-1.28910, -0.58017, 1.57002], [-0.35508, -2.21157, 1.36859], [-1.42169, -1.57362, 0.24825], [-1.99136, 1.45529, 0.24747], [-1.73485, 1.51817, -1.53105], [-2.15681, 0.03944, -0.71832], [0.47868, 1.25766, -0.73127], [4.04514, -0.00008, -0.83687]], "lowdin_charge": [0.01, -0.11, -0.49, -0.01, 0.01, 0.24, 0.06, 0.13, 0.03, 0.11, 0.09, 0.05, 0.12, -0.25], "relative_energy_ev": 1.159, "e_tot_ha": -709.2693, "smiles": "CNC(C)=O.Cl", "charge": 0, "orbital_gap_ev": 10.298}

No. 5
{"formula": "C8H17Cl3Si", "method": "ωB97M-V/def2-TZVPD", "species": ["Cl", "Cl", "Cl", "C", "C", "C", "C", "C", "C", "C", "C", "Si", "H", "H", "H", "H", "H", "H", "H", "H", "H", "H", "H", "H", "H", "H", "H", "H", "H"], "positions_angstrom": [[3.76217, 1.74067, 4.87733], [4.11853, -0.67358, 2.65326], [4.08581, 2.44513, 1.51055], [-3.58223, -1.45569, -1.72117], [-2.60150, -0.47182, -2.36314], [-1.16140, -0.72365, -1.95113], [-0.89272, -0.62271, -0.46946], [0.49215, -0.92623, 0.06353], [1.50048, 0.21822, -0.06678], [1.34393, 1.51241, 0.81483], [1.46828, 1.30002, 2.35595], [3.27292, 1.18757, 2.88748], [-3.23345, -2.43457, -2.03251], [-3.61269, -1.46475, -0.56509], [-4.61898, -1.33974, -1.98001], [-2.59222, -0.44458, -3.40774], [-2.96029, 0.65716, -2.16383], [-0.49687, 0.04782, -2.47346], [-0.90371, -1.71167, -2.28824], [-1.62114, -1.28688, 0.07939], [-1.28511, 0.43670, -0.20999], [0.35388, -1.14093, 1.14422], [0.81256, -1.89066, -0.39624], [1.40645, 0.54290, -1.16793], [2.55870, -0.15154, 0.08195], [0.30679, 1.85606, 0.63674], [2.11662, 2.34325, 0.56564], [0.84708, 0.35628, 2.62956], [1.11597, 2.09481, 2.95629]], "lowdin_charge": [0.23, 0.29, 0.39, -0.12, -0.28, -0.26, -0.26, -0.23, -0.22, -0.30, -0.34, -0.54, 0.07, 0.09, 0.05, 0.07, 0.15, 0.13, 0.10, 0.11, 0.14, 0.10, 0.13, 0.12, 0.09, 0.10, 0.04, 0.11, 0.04], "relative_energy_ev": 1.207, "e_tot_ha": -1985.2149, "smiles": "CCCCCCCC[Si](Cl)(Cl)Cl", "charge": 0, "orbital_gap_ev": 11.247}

No. 6
{"formula": "C4H10O", "method": "ωB97M-V/def2-TZVPD", "species": ["C", "C", "O", "C", "C", "H", "H", "H", "H", "H", "H", "H", "H", "H", "H"], "positions_angstrom": [[2.06476, 0.55233, 0.40818], [1.13547, -0.34527, -0.39854], [0.47721, -1.25587, 0.18233], [-1.64207, -0.90933, 0.44906], [-1.98007, 0.26564, -0.19320], [2.41613, 1.39481, -0.19632], [2.93751, -0.02086, 0.74738], [1.54459, 0.92543, 1.29386], [0.21168, 0.70487, -0.85113], [1.47689, -0.53002, -1.43666], [-1.50588, -0.94396, 1.52660], [-1.74272, -1.87020, -0.04198], [-2.21912, 1.15357, 0.39708], [-2.47271, 0.22194, -1.16403], [-0.70167, 0.65692, -0.72264]], "lowdin_charge": [-0.08, -0.46, -0.13, -0.04, -0.16, 0.07, 0.08, 0.08, 0.11, 0.12, 0.08, 0.08, 0.08, 0.08, 0.09], "relative_energy_ev": 4.075, "e_tot_ha": -233.4952, "charge": 0, "orbital_gap_ev": 10.400}